DFT (wB97M-V/def2-TZVPD) results for a cluster of 5 separate species, C6H23NO5 in total at a distorted geometry.

```
35
Properties=species:S:1:pos:R:3:forces:R:3:mulliken_spin:R:1
O -10.7588 -20.6273 -10.8475 0.4 0.0 -0.1 0.00
H -10.8712 -21.3829 -10.2708 -0.3 -0.1 0.3 0.00
H -11.1922 -20.8808 -11.6624 -0.3 0.0 -0.4 0.00
O -8.3194 -19.8386 -9.7536 0.9 0.1 -0.1 0.02
H -9.0212 -19.8802 -10.4031 -0.6 -0.1 -0.4 0.00
H -8.1769 -20.7493 -9.4956 -0.1 0.0 0.2 0.00
O -10.9157 -17.9610 -12.4933 0.0 -0.2 -0.3 0.00
H -10.7058 -17.1859 -11.9724 0.0 0.3 0.1 0.00
H -10.6977 -18.6990 -11.9241 0.0 -0.1 0.3 0.00
C -5.4194 -23.6067 -9.7842 0.4 -0.3 0.2 0.15
C -6.4969 -22.6163 -10.3533 -1.2 0.6 -0.7 0.02
C -6.8915 -22.7423 -11.9038 0.6 -1.3 1.1 0.01
O -5.7878 -22.4885 -12.6974 0.7 2.1 0.3 0.01
C -5.4691 -21.0310 -12.8282 -1.2 -0.7 -0.7 0.00
N -7.6726 -22.8115 -9.4515 2.5 -1.7 -1.6 0.75
H -5.0656 -23.2692 -8.8101 -0.2 0.0 0.1 0.00
H -4.5384 -23.6108 -10.4260 -0.1 0.6 -0.5 0.02
H -5.6602 -24.6694 -9.7554 -0.7 0.1 0.1 -0.01
H -6.0908 -21.6236 -10.1593 0.1 0.2 -0.1 0.03
H -7.8179 -22.2745 -12.2370 0.0 1.0 0.5 0.00
H -7.1264 -23.7942 -12.0658 0.2 -0.4 0.1 0.00
H -6.4103 -20.4934 -12.9426 -0.2 -0.1 -0.1 0.00
H -4.9188 -20.8937 -13.7590 0.1 -0.3 0.3 0.00
H -4.9754 -20.5225 -12.0000 0.4 -0.8 0.3 0.00
H -8.2124 -23.5805 -9.8222 -1.3 0.1 -0.3 0.00
H -7.4168 -23.0837 -8.5131 0.0 0.7 1.0 -0.01
C -9.3755 -16.4705 -6.2574 0.0 -1.3 -0.2 0.00
C -8.9242 -17.1086 -7.6129 -0.5 0.6 1.3 0.00
O -9.5483 -18.3784 -7.8008 0.0 0.6 0.1 0.00
H -9.3927 -17.2343 -5.4800 0.5 -0.4 -0.1 0.00
H -10.4266 -16.1835 -6.2283 0.1 0.6 -0.6 0.00
H -8.6996 -15.7092 -5.8678 -0.2 0.3 -0.4 0.00
H -7.8459 -17.2666 -7.6315 0.2 0.2 0.2 0.00
H -9.1692 -16.4555 -8.4504 -0.1 0.2 0.0 0.00
H -9.1118 -18.6751 -8.6027 -0.2 -0.7 0.0 0.00
```
Forces are in eV/Å.

Calculated values
HOMO (alpha / beta) = -12.0 / -12.0 eV
2S+1 = 2
orbital gap (alpha / beta) = 8.3 / 2.5 eV
charge = +1



DFT (wB97M-V/def2-TZVPD) results for a structure of composition C6H24AlN12O6 at a distorted geometry.

```
49
Properties=species:S:1:pos:R:3:forces:R:3:nbo_charge:R:1
Al 14.3083 18.2250 -3.7965 -0.8 0.7 0.1 1.60
C 15.3538 21.5286 -1.8150 0.5 -0.5 0.1 0.75
O 15.3326 20.3287 -2.0514 0.4 -3.4 -0.9 -0.68
N 14.3449 22.2826 -2.0302 -3.8 3.4 -0.6 -0.78
N 16.4523 22.1391 -1.3970 1.2 -0.1 0.3 -0.81
H 13.4318 22.0157 -2.3694 0.4 -0.6 0.2 0.43
H 14.3984 23.2736 -1.8428 0.0 -0.1 0.0 0.41
H 16.3963 23.1036 -1.1024 0.6 -0.3 0.2 0.43
H 17.2501 21.5276 -1.2984 0.2 0.6 0.5 0.43
C 11.7125 15.5878 -1.9859 -0.1 1.9 -0.3 0.76
O 12.4576 16.2720 -2.6810 2.6 1.7 -2.7 -0.61
N 11.5995 15.6976 -0.7199 0.6 0.1 4.3 -0.78
N 10.8006 14.8911 -2.5507 -2.8 -2.9 -2.9 -0.77
H 11.9760 16.5138 -0.2593 0.2 -0.6 0.3 0.42
H 11.0998 14.9682 -0.2315 0.0 0.5 0.4 0.42
H 10.6538 15.0263 -3.5408 0.1 -0.4 0.2 0.42
H 10.0464 14.4772 -2.0215 0.1 0.1 -0.2 0.42
C 13.2794 15.3666 -6.6347 0.0 0.6 0.6 0.75
O 13.5656 16.2439 -5.8252 0.6 3.4 1.6 -0.57
N 12.7339 15.5736 -7.7816 -1.7 2.8 -3.5 -0.77
N 13.4077 14.1375 -6.4197 1.2 -5.3 2.1 -0.75
H 12.5394 16.5388 -8.0063 -0.2 -0.2 -0.5 0.41
H 12.1652 14.8438 -8.1867 0.0 0.4 -0.2 0.42
H 13.1838 13.5148 -7.1827 0.4 -0.6 0.7 0.42
H 13.7195 13.8408 -5.5060 0.0 -0.5 -0.4 0.43
C 16.6064 21.1701 -5.4130 0.6 1.6 -0.2 0.76
O 15.8545 20.2460 -5.3090 -3.5 -5.1 0.7 -0.61
N 16.9167 21.5895 -6.6125 0.8 1.0 -2.6 -0.75
N 17.0494 21.9020 -4.4409 0.8 0.9 1.5 -0.78
H 17.1532 22.5694 -6.6762 0.1 -0.2 -0.8 0.41
H 16.5707 21.0896 -7.4190 0.2 0.3 0.2 0.42
H 17.5925 22.6933 -4.7553 0.2 0.1 1.2 0.42
H 16.7367 21.6686 -3.5093 0.6 0.7 -0.2 0.42
C 12.3318 18.9246 -0.1671 -2.2 0.8 -0.3 0.77
O 12.6815 18.8835 -1.3642 0.4 0.1 0.3 -0.70
N 11.1393 19.4523 0.2435 0.2 0.3 -1.6 -0.81
N 12.8862 18.3675 0.8979 2.3 -1.3 0.5 -0.82
H 10.9990 19.5729 1.2364 -0.5 0.5 -0.5 0.41
H 10.6157 19.9388 -0.4701 -0.3 0.0 0.6 0.42
H 13.8855 18.2208 0.9022 -0.1 -0.2 0.3 0.42
H 12.3674 18.4106 1.7634 0.7 -0.1 0.0 0.42
C 12.8031 19.0459 -7.5109 1.7 -0.6 0.1 0.76
O 13.1818 18.9175 -6.3743 0.8 0.0 4.8 -0.65
N 13.5772 19.5018 -8.4240 4.9 3.1 -3.5 -0.76
N 11.7411 18.6190 -8.0660 -4.6 -1.8 -0.5 -0.79
H 14.5470 19.7489 -8.2876 -0.3 -0.2 0.6 0.41
H 13.2888 19.7523 -9.3589 -0.2 -0.1 0.2 0.41
H 11.7175 18.8962 -9.0370 -1.6 -0.7 0.2 0.42
H 10.9934 18.3186 -7.4572 -0.5 0.2 -0.7 0.43
```
Forces are in eV/Å.

Calculated values
HOMO = -17.9 eV
orbital gap = 3.4 eV
charge = +3



What did we get for ΔE to the lowest compared entry with this formula, charge and spin? Answer: 69.18 242.59 kcal per mole, in the order shown.